[1]
{
  "formula": "C9H14N2O2",
  "method": "ωB97M-V/def2-TZVPD",
  "multiplicity": 1,
  "smiles": "CC1(C)C/C1=C1/N[C@@]1(C)N.O=C=O",
  "symbols": ["C", "C", "C", "C", "C", "C", "C", "C", "C", "N", "N", "O", "O", "H", "H", "H", "H", "H", "H", "H", "H", "H", "H", "H", "H", "H", "H"],
  "positions_angstrom": [[2.907, -2.068, -1.195], [-1.008, -1.557, -0.783], [-0.612, -0.245, -0.257], [-2.025, -0.750, 0.081], [0.160, 0.796, -0.005], [1.547, 1.278, 0.290], [-2.145, -1.136, 1.574], [-3.281, -0.059, -0.672], [2.169, 2.098, -0.828], [0.333, 1.900, 0.732], [2.487, 0.589, 1.100], [2.635, -2.066, -0.105], [3.091, -1.909, -2.313], [-1.215, -1.730, -1.766], [-0.728, -2.447, -0.314], [-1.210, -1.718, 1.643], [-3.189, -1.501, 1.753], [-1.993, -0.283, 2.188], [-4.236, -0.567, -0.392], [-3.032, -0.204, -1.722], [-3.127, 1.099, -0.622], [1.416, 2.734, -1.247], [2.694, 1.544, -1.633], [3.101, 2.753, -0.390], [0.011, 1.829, 1.690], [1.994, 0.427, 1.959], [3.255, 1.195, 1.234]],
  "forces_ev_per_a": [[-0.2, 1.1, -1.8], [-0.6, 1.3, 2.6], [-1.8, 0.6, 0.5], [0.0, 1.8, -1.1], [1.2, -3.6, -1.0], [0.4, 0.0, -3.2], [-0.2, -0.1, -2.3], [2.8, 0.6, 0.5], [3.4, 0.9, 1.0], [-1.5, 2.4, 2.1], [-1.7, -0.3, -0.3], [-0.6, -0.9, 4.1], [0.8, -0.3, -2.3], [-0.6, 0.0, -2.8], [1.0, -1.2, 0.8], [-1.0, -0.7, 1.0], [1.3, -0.6, 0.3], [0.0, 1.0, 0.6], [0.6, 1.0, -0.2], [-0.5, -0.4, -0.2], [-1.2, -2.0, 0.7], [-0.1, 0.4, -0.2], [-0.7, -0.2, 0.5], [-2.4, -1.1, -0.8], [0.2, 0.2, 0.3], [0.4, -0.5, 0.7], [1.0, 0.7, 0.5]],
  "lowdin_charge": [-0.469, -0.046, -0.103, -0.403, -0.170, -0.526, -0.037, -0.029, -0.029, 0.124, 0.124, 0.223, 0.208, 0.070, 0.080, 0.084, 0.090, 0.049, 0.074, 0.049, 0.102, 0.064, 0.074, 0.123, 0.127, 0.087, 0.061]
}

***

[2]
{
  "formula": "ClO4Sr",
  "method": "ωB97M-V/def2-TZVPD",
  "charge": 1,
  "multiplicity": 1,
  "symbols": ["Sr", "Cl", "O", "O", "O", "O"],
  "positions_angstrom": [[1.799, -2.120, 1.887], [-0.412, 0.446, -0.297], [-0.398, -0.303, -1.489], [-0.205, 1.776, -0.718], [-1.603, 0.220, 0.352], [0.819, -0.019, 0.265]],
  "forces_ev_per_a": [[-1.0, 1.8, -1.5], [0.0, 1.6, -8.0], [-1.0, -2.2, -2.0], [-0.1, 1.7, 1.8], [-1.9, -0.4, 3.7], [4.0, -2.4, 5.9]],
  "lowdin_charge": [1.864, 0.556, -0.349, -0.278, -0.273, -0.520]
}

***

[3]
{
  "formula": "C47H44N6O7P2Ti",
  "method": "ωB97M-V/def2-TZVPD",
  "charge": 1,
  "multiplicity": 2,
  "s_squared": 0.753,
  "symbols": ["Ti", "O", "C", "N", "C", "O", "C", "C", "C", "C", "C", "N", "C", "C", "C", "C", "C", "N", "H", "H", "H", "H", "H", "H", "H", "H", "C", "N", "P", "C", "C", "C", "C", "C", "C", "C", "C", "C", "C", "C", "C", "P", "C", "C", "C", "C", "C", "C", "C", "C", "C", "C", "C", "C", "H", "H", "H", "H", "H", "H", "H", "H", "H", "H", "H", "H", "H", "H", "H", "H", "H", "H", "H", "H", "H", "H", "H", "C", "C", "N", "C", "C", "N", "C", "O", "O", "C", "O", "O", "H", "H", "H", "H", "H", "C", "C", "C", "O", "C", "H", "H", "H", "H", "H", "H", "H", "H"],
  "positions_angstrom": [[0.495, -0.634, 0.102], [2.223, -2.570, 3.292], [1.498, -2.106, 2.452], [1.770, -1.081, 1.550], [2.983, -0.411, 1.545], [3.872, -0.472, 2.355], [3.160, 0.460, 0.305], [4.367, 1.095, 0.093], [4.551, 1.778, -1.100], [3.529, 1.791, -2.036], [2.340, 1.151, -1.734], [2.151, 0.513, -0.576], [0.095, -2.649, 2.250], [-0.341, -3.760, 2.939], [-1.609, -4.248, 2.656], [-2.377, -3.620, 1.690], [-1.860, -2.509, 1.045], [-0.655, -2.021, 1.337], [5.130, 1.016, 0.854], [5.487, 2.282, -1.303], [3.633, 2.287, -2.990], [1.510, 1.146, -2.428], [0.321, -4.218, 3.661], [-1.986, -5.121, 3.173], [-3.358, -3.984, 1.419], [-2.409, -2.009, 0.257], [-3.251, 2.178, -1.128], [-2.211, 1.187, -0.817], [-1.467, 1.147, 0.710], [-1.171, 2.894, 1.101], [-2.075, 3.695, 1.789], [-1.819, 5.050, 1.961], [-0.663, 5.612, 1.442], [0.253, 4.815, 0.763], [0.003, 3.463, 0.606], [-2.768, 0.623, 1.852], [-3.943, 0.025, 1.405], [-4.876, -0.448, 2.317], [-4.640, -0.336, 3.679], [-3.466, 0.253, 4.132], [-2.536, 0.731, 3.222], [-1.270, 0.400, -1.999], [-2.303, -0.912, -2.699], [-1.698, -1.852, -3.529], [-2.434, -2.897, -4.065], [-3.784, -3.018, -3.765], [-4.396, -2.090, -2.934], [-3.659, -1.040, -2.404], [-1.153, 1.629, -3.337], [-1.584, 1.382, -4.637], [-1.432, 2.351, -5.620], [-0.858, 3.575, -5.316], [-0.430, 3.833, -4.019], [-0.569, 2.863, -3.041], [-3.970, 2.236, -0.310], [-3.778, 1.894, -2.036], [-2.812, 3.167, -1.278], [-2.990, 3.272, 2.184], [-2.530, 5.665, 2.496], [-0.468, 6.668, 1.574], [1.167, 5.246, 0.375], [0.744, 2.834, 0.121], [-4.127, -0.079, 0.343], [-5.790, -0.905, 1.960], [-5.369, -0.704, 4.388], [-3.274, 0.342, 5.193], [-1.623, 1.190, 3.583], [-0.639, -1.779, -3.752], [-1.949, -3.626, -4.700], [-4.357, -3.840, -4.173], [-5.449, -2.180, -2.702], [-4.149, -0.317, -1.766], [-2.049, 0.438, -4.888], [-1.773, 2.147, -6.627], [-0.748, 4.330, -6.084], [0.009, 4.791, -3.769], [-0.243, 3.080, -2.031], [5.560, -2.438, -0.623], [4.278, -3.062, -1.049], [3.089, -2.512, -0.947], [2.206, -3.439, -1.442], [2.876, -4.565, -1.857], [4.189, -4.296, -1.603], [2.564, -5.885, -2.473], [1.292, -6.210, -2.626], [3.474, -6.600, -2.808], [0.754, -3.205, -1.444], [-0.060, -4.088, -1.662], [0.377, -1.976, -1.182], [5.389, -1.828, 0.263], [5.961, -1.800, -1.412], [6.306, -3.193, -0.381], [4.928, -4.949, -1.820], [0.705, -5.496, -2.265], [3.190, 2.267, 3.982], [2.313, 1.338, 4.846], [1.039, 1.156, 4.008], [1.360, 1.603, 2.693], [2.240, 2.711, 2.875], [4.020, 1.708, 3.555], [3.595, 3.109, 4.541], [2.079, 1.784, 5.812], [2.808, 0.386, 5.026], [0.217, 1.763, 4.408], [0.707, 0.119, 3.934], [2.730, 2.909, 1.920], [1.659, 3.599, 3.157]],
  "forces_ev_per_a": [[-1.1, -0.2, -0.7], [0.1, 0.0, 0.0], [-0.1, 0.2, 0.0], [0.2, 0.0, 0.3], [-0.1, 0.0, -0.1], [0.0, -0.1, 0.0], [0.0, -0.2, 0.2], [0.0, 0.0, -0.1], [0.1, 0.0, 0.1], [-0.1, 0.0, 0.0], [0.0, 0.1, 0.0], [0.3, 0.3, 0.2], [0.2, 0.1, 0.0], [-0.1, 0.0, 0.0], [0.0, 0.0, 0.0], [0.0, 0.1, 0.0], [0.0, 0.0, 0.0], [0.0, -0.1, 0.1], [0.0, 0.0, 0.0], [0.0, 0.0, 0.0], [0.0, 0.0, 0.0], [0.0, 0.0, 0.0], [0.0, 0.0, 0.0], [0.0, 0.0, 0.0], [0.0, 0.0, 0.0], [0.0, 0.0, 0.0], [0.0, 0.0, 0.0], [-0.1, 0.1, 0.0], [0.2, 0.1, -0.3], [0.1, 0.0, 0.1], [-0.1, 0.0, -0.1], [0.0, 0.0, 0.0], [0.0, 0.0, 0.0], [0.0, 0.0, 0.0], [0.1, 0.0, 0.0], [0.0, 0.0, 0.1], [0.0, 0.0, 0.0], [0.0, 0.0, 0.0], [0.0, 0.0, 0.0], [0.0, 0.0, 0.0], [0.0, 0.0, 0.1], [0.1, 0.0, 0.3], [-0.1, 0.0, 0.0], [0.1, 0.0, 0.0], [0.0, 0.0, 0.0], [0.0, 0.0, 0.0], [0.0, 0.0, 0.0], [0.0, 0.0, 0.0], [0.0, 0.0, -0.1], [0.0, 0.0, 0.0], [0.0, 0.0, 0.0], [0.0, 0.0, 0.0], [0.0, 0.0, 0.0], [0.0, 0.0, 0.0], [0.0, 0.0, 0.0], [0.0, 0.0, 0.0], [0.0, 0.0, 0.0], [0.0, 0.0, 0.0], [0.0, 0.0, 0.0], [0.0, 0.0, 0.0], [0.0, 0.0, 0.0], [0.0, 0.0, 0.0], [0.0, 0.0, 0.0], [0.0, 0.0, 0.0], [0.0, 0.0, 0.0], [0.0, 0.0, 0.0], [0.0, 0.0, 0.0], [0.0, 0.0, 0.0], [0.0, 0.0, 0.0], [0.0, 0.0, 0.0], [0.0, 0.0, 0.0], [0.0, 0.0, 0.0], [0.0, 0.0, 0.0], [0.0, 0.0, 0.0], [0.0, 0.0, 0.0], [0.0, 0.0, 0.0], [0.0, 0.0, 0.0], [0.0, 0.0, 0.0], [0.0, 0.0, 0.0], [0.0, 0.0, 0.0], [0.0, 0.0, 0.0], [0.1, -0.1, 0.0], [0.0, 0.1, 0.0], [-0.1, 0.0, -0.1], [0.0, 0.2, 0.1], [0.0, 0.0, 0.0], [-0.2, 0.1, 0.2], [0.1, -0.1, -0.1], [0.3, -0.3, -0.3], [0.0, 0.0, 0.0], [0.0, 0.0, 0.0], [0.0, 0.0, 0.0], [0.0, 0.0, 0.0], [0.0, -0.1, 0.0], [0.0, 0.0, 0.0], [0.0, 0.0, 0.0], [0.1, -0.1, 0.0], [-0.1, 0.1, -0.1], [0.0, 0.0, 0.0], [0.0, 0.0, 0.0], [0.0, 0.0, 0.0], [0.0, 0.0, 0.0], [0.0, 0.0, 0.0], [0.0, 0.0, 0.0], [0.0, 0.0, 0.0], [0.0, 0.0, 0.0], [0.0, 0.0, 0.0]],
  "lowdin_charge": [0.881, 0.138, -0.415, 0.011, -0.434, 0.121, -0.194, 0.014, -0.015, -0.019, -0.098, 0.012, -0.167, 0.034, -0.012, -0.012, -0.096, 0.015, 0.132, 0.121, 0.118, 0.089, 0.131, 0.121, 0.119, 0.110, -0.114, -0.509, 0.977, -0.344, -0.073, -0.059, -0.063, -0.072, -0.132, -0.363, -0.104, -0.064, -0.065, -0.056, -0.090, 0.995, -0.366, -0.113, -0.058, -0.064, -0.067, -0.091, -0.347, -0.067, -0.063, -0.068, -0.068, -0.119, 0.082, 0.085, 0.083, 0.109, 0.111, 0.111, 0.113, 0.085, 0.079, 0.111, 0.110, 0.112, 0.084, 0.114, 0.115, 0.110, 0.108, 0.077, 0.102, 0.111, 0.110, 0.109, 0.082, 0.016, -0.329, 0.185, -0.126, -0.067, 0.186, -0.472, 0.145, 0.121, -0.485, 0.094, -0.208, 0.072, 0.088, 0.087, 0.176, 0.076, -0.136, -0.123, -0.191, -0.199, -0.195, 0.095, 0.115, 0.111, 0.111, 0.112, 0.113, 0.114, 0.125]
}

***

In eV/Å, the largest force on an atom values for the records above are, in order, 4.2 8.2 1.3.
In kcal per mole, the ΔE to the lowest compared entry with this formula, charge and spin values for the records above are, in order, 112.7 58.8 5.1.